No. 1
{"formula": "C19H19FMoN5O4", "method": "ωB97M-V/def2-TZVPD", "lumo_ev": [-10.89, -10.38], "charge": 3, "s_squared": 2.018, "orbital_gap_ev": [5.9, 6.4], "multiplicity": 3, "symbols": ["Mo", "F", "C", "C", "C", "C", "O", "C", "C", "N", "C", "C", "C", "C", "C", "C", "N", "C", "C", "N", "C", "C", "C", "O", "O", "H", "H", "H", "H", "H", "H", "H", "H", "H", "H", "H", "H", "H", "H", "H", "H", "H", "H", "N", "C", "H", "O", "C", "N"], "xyz": [[0.3550, -0.9777, 0.5020], [-5.7562, 1.5977, 1.9000], [-4.7667, 1.3926, 2.7769], [-3.6097, 0.8414, 2.3335], [-2.5158, 0.6944, 3.2130], [-1.2774, 0.1321, 2.7917], [-1.1660, -0.3171, 1.5558], [-0.2293, 0.0625, 3.7115], [-0.4481, 0.4909, 5.0167], [-1.5922, 1.0128, 5.4226], [-1.7540, 1.3789, 6.8300], [-1.7695, 2.8293, 7.2175], [-0.6024, 1.9622, 7.5835], [-2.6632, 1.1469, 4.5430], [-3.8762, 1.6899, 4.9831], [-4.9617, 1.8200, 4.1250], [-6.1561, 2.3699, 4.5276], [-6.2572, 3.2709, 5.6588], [-7.1162, 4.4753, 5.2874], [-8.4628, 4.0238, 4.7935], [-8.3375, 3.0496, 3.6516], [-7.4645, 1.8920, 4.1012], [1.1259, -0.4493, 3.4056], [2.0110, -0.6101, 4.1736], [1.2777, -0.7282, 2.0627], [-3.5251, 0.5541, 1.2950], [0.3408, 0.3949, 5.7516], [-2.4127, 0.6882, 7.3420], [-2.4597, 3.1317, 7.9927], [-1.6036, 3.5565, 6.4341], [-0.4873, 1.6400, 8.6075], [0.3286, 2.1550, 7.0700], [-3.9726, 1.9744, 6.0176], [-5.2782, 3.6525, 5.9420], [-6.6808, 2.7575, 6.5317], [-6.6649, 5.0430, 4.4742], [-7.2745, 5.1303, 6.1430], [-9.0172, 4.8357, 4.5059], [-8.9812, 3.5831, 5.5604], [-7.8884, 3.5925, 2.8205], [-9.3391, 2.7222, 3.3774], [-7.3907, 1.1636, 3.3020], [-7.9419, 1.3830, 4.9496], [-1.9812, -2.5589, -1.3101], [-1.2055, -1.9674, -0.7075], [-2.6547, -3.0536, -1.8782], [2.9210, -0.8417, -2.8500], [2.2213, -0.8831, -1.9569], [1.4555, -0.9371, -0.9861]], "atomic_forces_ev_per_a": [[0.3, 0.0, -0.3], [0.0, 0.0, 0.0], [0.1, 0.0, 0.0], [0.0, 0.0, 0.0], [0.0, 0.0, 0.1], [0.1, 0.1, 0.3], [-0.1, 0.1, -0.2], [-0.1, 0.1, 0.1], [0.0, 0.0, -0.1], [0.0, 0.0, -0.1], [0.0, 0.0, 0.1], [0.0, 0.0, 0.0], [0.0, 0.0, 0.0], [0.0, 0.0, -0.1], [0.0, -0.1, -0.1], [0.2, -0.2, 0.1], [0.0, 0.2, -0.2], [0.0, 0.0, 0.1], [0.0, 0.0, 0.0], [-0.1, 0.0, 0.0], [0.0, 0.0, 0.0], [0.0, -0.1, 0.0], [0.0, 0.0, 0.0], [-0.1, 0.1, -0.1], [0.3, -0.2, 0.4], [0.0, 0.0, 0.0], [0.0, 0.0, 0.0], [0.0, 0.0, 0.0], [0.0, 0.0, 0.0], [0.0, 0.0, 0.0], [0.0, 0.0, 0.0], [0.0, 0.0, 0.0], [0.0, 0.0, 0.0], [0.0, 0.0, 0.0], [0.0, 0.0, 0.0], [0.0, 0.0, 0.0], [0.0, 0.0, 0.0], [0.0, 0.0, 0.0], [0.0, 0.0, 0.0], [0.0, 0.0, 0.0], [0.0, 0.0, 0.0], [0.0, 0.0, 0.0], [0.0, 0.0, 0.0], [0.3, 0.3, 0.1], [-0.6, -0.4, -0.3], [0.0, 0.0, 0.0], [0.0, 0.0, 0.1], [0.1, 0.1, -0.4], [-0.2, 0.0, 0.4]]}


No. 2
{"formula": "C15H11N2O6S2", "method": "ωB97M-V/def2-TZVPD", "lumo_ev": 1.50, "charge": -1, "smiles": "NC(=O)/C=C/C1=C(C(=O)[O-])N2C(=O)/C(=C/c3cccs3)[C@@H]2S(=O)(=O)C1", "de_lowest_kj_mol": 0.0, "orbital_gap_ev": 6.5, "multiplicity": 1, "symbols": ["O", "O", "O", "O", "O", "O", "S", "C", "C", "C", "C", "C", "C", "C", "C", "C", "C", "C", "C", "C", "N", "N", "C", "C", "S", "H", "H", "H", "H", "H", "H", "H", "H", "H", "H", "H"], "xyz": [[-1.7295, 3.0502, 2.0533], [2.1844, 5.5052, -2.8571], [-0.7622, -0.2583, 3.2989], [1.6031, -1.3950, -0.2123], [-0.0457, -1.8187, -1.9861], [0.4555, 2.9385, 2.5601], [-0.4556, -5.5633, 1.7241], [-0.5476, 2.5496, 1.9597], [1.9842, 5.0362, -1.7623], [-1.1639, -0.3908, 2.1840], [-0.8734, -6.4238, 0.2082], [-1.1411, -5.4919, -0.7890], [-1.2442, -4.1970, -0.3166], [-0.8044, -4.0088, 1.0568], [-0.4350, 1.5580, 0.8454], [0.3266, 1.8122, -0.3657], [-1.2130, -2.8532, 1.9092], [-1.1706, -1.5891, 1.5114], [1.3404, 3.7703, -1.6149], [1.0808, 3.0954, -0.4614], [2.5955, 5.5505, -0.6969], [-1.1040, 0.3387, 0.9760], [0.4816, 0.7863, -1.4723], [-1.0918, -0.8649, 0.1651], [0.3749, -0.9404, -0.8684], [-0.7473, -7.4887, 0.0401], [-1.3115, -5.8615, -1.8247], [-1.6321, -3.3881, -0.8223], [-1.3219, -2.9946, 2.9780], [0.9084, 3.3678, -2.5624], [1.4402, 3.4562, 0.4277], [2.8621, 6.4968, -0.7964], [2.1495, 5.2821, 0.1764], [-0.4147, 0.8805, -2.0913], [1.4149, 1.0991, -2.1282], [-1.9924, -1.0453, -0.4464]], "atomic_forces_ev_per_a": [[1.6, -1.6, -0.4], [-0.3, 1.0, -1.7], [-0.8, 1.7, 1.2], [-1.6, 1.3, 0.1], [0.2, 1.5, 1.1], [0.7, -0.6, -0.2], [-0.6, -0.8, -1.3], [-2.5, 2.9, 0.9], [1.4, -0.7, -0.9], [1.9, 1.5, 1.4], [0.9, 1.8, 0.4], [-0.3, -2.3, 0.1], [1.8, 0.3, 3.7], [-2.7, -0.8, -2.2], [2.4, -0.4, -4.5], [-0.8, 0.0, 3.7], [1.8, -0.7, -0.5], [-1.2, -4.4, -3.3], [-2.3, -2.8, 0.2], [-1.0, -1.0, -2.9], [-0.4, -0.2, 2.4], [-0.3, 2.2, 1.2], [0.2, 1.3, -0.5], [-0.1, -0.1, 0.5], [1.7, -2.4, -2.3], [0.2, 0.2, 0.4], [0.0, 0.7, 0.9], [-0.6, 1.5, -1.3], [0.0, -0.2, 0.0], [0.5, 0.5, 0.7], [0.5, 0.9, 2.3], [0.3, 0.9, 0.0], [0.5, 0.4, 0.0], [0.2, -0.4, -0.5], [-1.7, -1.4, 1.4], [0.6, 0.4, -0.2]]}


No. 3
{"formula": "C3H10N2O", "method": "ωB97M-V/def2-TZVPD", "lumo_ev": 0.87, "smiles": "C=NC.NCO", "de_lowest_kj_mol": 168.2, "orbital_gap_ev": 10.2, "multiplicity": 1, "symbols": ["C", "C", "N", "H", "H", "H", "H", "H", "H", "N", "C", "O", "H", "H", "H", "H"], "xyz": [[0.5083, -0.1264, 2.5555], [0.3962, -1.8709, 1.0047], [0.4239, -0.6319, 1.1895], [1.3368, -0.5872, 3.1083], [0.7337, 0.9339, 2.5259], [-0.4544, -0.2671, 3.0426], [0.5837, -2.5773, 1.8212], [0.1826, -2.3176, 0.0363], [-0.8527, 0.1059, -0.0941], [0.6190, 1.0461, -2.1756], [-0.6913, 1.3029, -1.6033], [-1.2938, 0.1910, -0.9616], [0.5427, 0.1955, -2.7275], [1.2454, 0.7810, -1.4186], [-1.3365, 1.6021, -2.4248], [-0.6486, 2.1523, -0.9135]], "atomic_forces_ev_per_a": [[0.8, 0.0, -0.2], [0.3, -0.6, 0.4], [-0.7, 0.5, -0.2], [-0.3, -0.2, 0.1], [-0.1, 0.2, 0.0], [0.1, -0.1, 0.2], [-0.1, -0.1, 0.1], [0.1, 0.3, -0.2], [0.0, -0.2, -0.4], [0.0, -0.3, 0.5], [-0.1, 0.1, -0.2], [0.0, 0.2, 0.1], [0.0, 0.1, -0.2], [0.1, 0.2, 0.0], [-0.2, -0.1, 0.0], [0.3, -0.1, 0.0]]}


No. 4
{"formula": "C31H56O13", "method": "ωB97M-V/def2-TZVPD", "lumo_ev": 0.18, "smiles": "CCOCCOC1=C(OCC)C(=O)OC1=O.CC(C)=O.CC(C)=O.CC(C)=O.CC(C)=O.CC(C)=O.CC(C)=O.CC(C)=O", "de_lowest_kj_mol": 25.1, "orbital_gap_ev": 8.8, "multiplicity": 1, "symbols": ["C", "C", "O", "C", "C", "O", "C", "C", "O", "C", "C", "C", "O", "O", "C", "O", "H", "H", "H", "H", "H", "H", "H", "H", "H", "H", "H", "H", "H", "H", "C", "C", "O", "C", "H", "H", "H", "H", "H", "H", "C", "C", "O", "C", "H", "H", "H", "H", "H", "H", "C", "C", "O", "C", "H", "H", "H", "H", "H", "H", "C", "C", "O", "C", "H", "H", "H", "H", "H", "H", "C", "C", "O", "C", "H", "H", "H", "H", "H", "H", "C", "C", "O", "C", "H", "H", "H", "H", "H", "H", "C", "C", "O", "C", "H", "H", "H", "H", "H", "H"], "xyz": [[-0.4480, 0.0414, 4.3081], [-0.5438, -1.4809, 4.4091], [-1.4262, -2.0253, 3.4429], [-0.8305, -2.1470, 2.1642], [-1.0388, -3.5311, 1.5568], [-1.0228, -4.6085, 2.5155], [0.0165, -4.6360, 3.3425], [1.3083, -4.3076, 3.2039], [1.8910, -3.8327, 2.0884], [3.3184, -3.9688, 1.9667], [3.6168, -4.3423, 0.5150], [1.9447, -4.5183, 4.5324], [3.0523, -4.2879, 4.9113], [1.0006, -5.0494, 5.3886], [-0.2177, -5.1325, 4.7251], [-1.2002, -5.5521, 5.2337], [0.2622, 0.3479, 3.5452], [-0.1095, 0.4259, 5.2710], [-1.4254, 0.4657, 4.0851], [0.4578, -1.9161, 4.3105], [-0.9064, -1.7578, 5.4011], [-1.3178, -1.4455, 1.4965], [0.2322, -1.8917, 2.1504], [-0.3261, -3.7222, 0.7566], [-2.0276, -3.5714, 1.1025], [3.7021, -4.7499, 2.6146], [3.7880, -3.0146, 2.2029], [2.9455, -3.8195, -0.1614], [3.4969, -5.4202, 0.4041], [4.6622, -4.1254, 0.2954], [-0.7562, -1.5624, -2.8481], [0.1904, -1.3610, -1.6881], [-0.1907, -1.4045, -0.5418], [1.6368, -1.0835, -2.0065], [-1.7596, -1.7440, -2.4679], [-0.7667, -0.6724, -3.4799], [-0.4371, -2.4171, -3.4475], [1.7173, -0.1701, -2.5913], [2.0722, -1.9131, -2.5679], [2.1867, -0.9519, -1.0779], [-3.7736, 2.0455, 1.7518], [-3.9818, 0.5554, 1.6360], [-3.0991, -0.1781, 1.2527], [-5.3422, 0.0349, 2.0168], [-2.7582, 2.2953, 1.4504], [-4.4860, 2.5675, 1.1101], [-3.9282, 2.3654, 2.7837], [-6.0946, 0.4889, 1.3697], [-5.5622, 0.2809, 3.0569], [-5.3671, -1.0462, 1.8943], [2.0322, 4.7253, 3.0334], [2.0281, 3.2913, 3.5085], [1.0169, 2.7539, 3.8952], [3.3509, 2.5635, 3.4735], [1.0271, 5.1345, 3.1065], [2.7082, 5.3215, 3.6483], [2.3669, 4.7745, 1.9958], [4.0774, 3.0763, 4.1059], [3.7377, 2.5332, 2.4528], [3.2144, 1.5472, 3.8373], [2.5159, 3.7392, -2.2565], [3.2950, 2.5979, -2.8562], [3.2981, 1.4981, -2.3472], [4.0780, 2.8872, -4.1117], [2.0025, 3.3984, -1.3600], [3.1926, 4.5541, -1.9931], [1.7801, 4.1075, -2.9733], [4.8121, 3.6718, -3.9199], [3.4060, 3.2209, -4.9038], [4.5933, 1.9861, -4.4372], [8.0348, 2.1216, 0.1508], [6.5504, 2.3654, 0.0199], [6.0277, 3.3486, 0.4965], [5.7432, 1.3366, -0.7317], [8.4913, 2.9351, 0.7100], [8.2133, 1.1817, 0.6752], [8.4929, 2.0649, -0.8380], [5.8292, 0.3652, -0.2404], [6.1028, 1.2517, -1.7583], [4.7077, 1.6366, -0.7394], [-6.3954, 0.7543, -2.3940], [-6.4196, 2.0437, -1.6148], [-6.6160, 2.0577, -0.4202], [-6.1804, 3.3126, -2.3941], [-6.5799, -0.0798, -1.7196], [-7.1635, 0.7692, -3.1681], [-5.4227, 0.6269, -2.8693], [-6.9432, 3.4259, -3.1656], [-5.2014, 3.2753, -2.8742], [-6.2201, 4.1664, -1.7212], [-3.3735, -0.7045, -5.6744], [-4.8249, -0.3387, -5.8740], [-5.2677, 0.7212, -5.4962], [-5.6953, -1.3598, -6.5642], [-2.8600, 0.1104, -5.1686], [-3.2951, -1.6089, -5.0684], [-2.8967, -0.8848, -6.6391], [-5.7063, -2.2893, -5.9927], [-5.3099, -1.5661, -7.5639], [-6.7101, -0.9775, -6.6445]], "atomic_forces_ev_per_a": [[0.1, -0.5, 0.2], [-0.1, 0.5, 0.1], [0.5, -0.5, 0.2], [-0.1, 0.2, -0.3], [-0.5, 0.0, -0.3], [0.3, 0.2, 0.0], [-0.6, -0.1, -0.2], [0.0, -0.1, 0.1], [0.1, -0.1, 0.4], [0.2, 0.0, -0.9], [0.0, -0.3, 0.6], [0.0, 0.1, 0.1], [0.0, 0.0, -0.2], [0.0, -0.1, 0.2], [0.4, 0.1, -0.2], [0.0, 0.0, 0.1], [-0.1, 0.1, -0.1], [0.1, 0.2, -0.1], [0.0, 0.0, 0.0], [0.0, -0.1, 0.0], [-0.3, -0.1, -0.1], [0.1, 0.0, -0.1], [0.0, 0.0, 0.4], [0.2, 0.1, 0.1], [-0.1, -0.2, 0.2], [0.0, 0.1, 0.3], [-0.1, 0.0, 0.3], [0.1, 0.1, -0.1], [-0.2, 0.0, -0.2], [0.0, 0.2, -0.1], [-0.1, 0.0, 0.2], [0.2, 0.0, 0.2], [-0.1, -0.1, -0.2], [-0.1, -0.1, 0.1], [0.0, 0.0, 0.0], [0.1, -0.1, -0.1], [0.1, 0.1, -0.1], [0.1, -0.1, -0.1], [0.0, 0.1, -0.1], [0.0, 0.0, 0.0], [0.2, 0.0, -0.1], [0.0, 0.0, 0.1], [-0.1, 0.1, -0.1], [0.0, -0.2, -0.1], [0.0, 0.0, 0.0], [-0.1, 0.0, 0.1], [-0.1, 0.0, 0.0], [0.0, 0.1, 0.1], [-0.1, 0.1, 0.0], [0.0, 0.0, 0.0], [-0.2, 0.0, 0.0], [0.0, 0.0, 0.0], [0.1, 0.1, 0.0], [-0.1, -0.2, 0.1], [0.0, 0.0, 0.0], [0.1, 0.0, -0.1], [0.1, 0.0, 0.0], [0.1, 0.1, -0.1], [0.1, 0.1, 0.0], [0.0, 0.0, 0.0], [0.0, -0.1, 0.1], [-0.1, 0.0, 0.0], [-0.1, 0.2, -0.3], [0.1, -0.2, 0.0], [0.0, 0.0, 0.0], [0.0, 0.1, -0.1], [0.1, 0.1, 0.0], [-0.1, 0.1, 0.0], [0.0, 0.1, 0.0], [0.0, 0.0, 0.0], [0.0, 0.2, 0.1], [0.0, 0.0, 0.0], [0.0, 0.0, 0.0], [0.2, 0.2, 0.3], [0.0, 0.0, 0.0], [0.0, -0.1, -0.1], [0.0, -0.1, 0.0], [0.1, -0.1, -0.1], [0.0, -0.1, 0.0], [-0.1, 0.0, 0.1], [-0.1, -0.1, 0.3], [0.0, -0.1, 0.0], [0.0, 0.1, 0.0], [0.0, 0.1, 0.2], [0.0, 0.0, 0.0], [0.1, 0.0, -0.1], [-0.1, 0.1, -0.1], [0.1, 0.0, -0.1], [-0.1, 0.0, -0.1], [0.0, 0.0, 0.0], [0.0, 0.2, 0.1], [0.0, 0.0, 0.0], [0.0, 0.0, 0.0], [-0.1, 0.2, 0.0], [0.0, 0.0, 0.0], [0.0, -0.1, -0.1], [0.0, -0.1, 0.0], [0.1, -0.1, -0.1], [0.1, -0.1, 0.0], [0.0, 0.0, 0.0]]}


The highest multiplicity belongs to which entry?
C19H19FMoN5O4